{
  "formula": "C4H6OS3",
  "method": "ωB97M-V/def2-TZVPD",
  "species": ["C", "S", "C", "O", "C", "S", "S", "C", "H", "H", "H", "H", "H", "H"],
  "xyz": [[3.4691, -0.2883, -0.0050], [2.1028, 0.9194, -0.1241], [0.7423, -0.1946, -0.0203], [0.8924, -1.4766, 0.2634], [-0.7005, 0.2898, -0.2759], [-0.7877, 1.9779, 0.1097], [-2.0694, -0.7441, -0.1028], [-3.5544, 0.2603, 0.0717], [3.4448, -0.6294, 1.1729], [3.5579, -1.1227, -0.7518], [4.3443, 0.1915, -0.2348], [-4.2196, -0.7064, -0.1062], [-3.5429, 0.8533, 0.8969], [-3.6791, 0.6698, -0.8936]],
  "forces_ev_per_angstrom": [[-1.9619, -2.3517, 2.8356], [-0.2240, -0.7270, -0.5627], [-0.0424, -6.8710, 0.4434], [-0.5601, 6.1102, -1.2922], [0.4798, 3.8027, 2.7984], [-0.3243, -2.3046, -1.2049], [1.5246, -0.7659, -0.3500], [0.0751, -4.9368, -3.4879], [0.3924, 0.4083, -3.3306], [-1.2086, 0.4258, 0.9594], [2.1360, 1.9711, 0.0565], [0.4552, 2.1959, 1.5250], [-0.5450, 1.5077, 2.2783], [-0.1969, 1.5352, -0.6683]],
  "mol_weight_g_mol": 166.3,
  "de_lowest_kj_mol": 222.0,
  "e_homo_ev": -8.90,
  "charge": 0,
  "homo_lumo_gap_ev": 7.440
}